Computed, not measured: 7 unconnected molecules or ions with the total composition C6H24F9N3O4P at a distorted geometry, with the ωB97M-V functional and the def2-TZVPD basis.

Energy above the lowest of the compared OMol25 structures with the same formula, charge and spin in kJ/mol: 1106.2
Charge: -1
DFT total energy in eV: -53014.0778
HOMO-LUMO gap in eV: 2.169
F_max in eV/Å: 4.4

Element x y z (Å)
P: -5.4229 0.0040 -3.6075
F: -6.0284 -0.1766 -2.1548
F: -1.7879 -3.3771 3.9453
F: -4.2498 -0.9970 -3.1968
F: -0.1985 -3.6856 5.5099
F: -6.5049 1.1831 -3.9249
F: -0.1389 -4.5110 3.3630
F: -4.3808 1.0982 -3.0888
F: -4.7594 0.0018 -5.0263
F: -6.2510 -1.2957 -4.1100
O: -3.4986 4.4737 1.1333
O: -0.0615 -1.3580 2.4621
O: 1.6608 -2.2115 3.6086
O: 2.9829 1.2848 -2.7573
N: 2.7919 -1.8369 -0.1008
N: -0.1668 -0.4924 -5.1971
N: -0.8343 1.9957 -0.8421
C: 2.3649 -2.1985 4.8582
C: -2.9333 5.7493 1.0911
C: -0.4377 -3.4011 4.1859
C: 0.2292 -2.0518 3.7045
C: 3.6636 -1.7129 4.4489
C: 4.2699 1.7944 -2.8648
H: -2.2157 6.0380 0.3231
H: -0.7305 1.1185 -0.3523
H: 0.5686 -0.0094 -4.7011
H: -0.5818 0.1679 -5.8388
H: -3.7065 6.5125 1.0024
H: 3.7351 -2.0085 0.2171
H: -2.5029 6.0387 2.0498
H: 4.4355 -1.7219 5.2185
H: 4.7075 1.9522 -3.8505
H: 2.3159 -3.2307 5.2049
H: 0.0870 2.0834 -1.2467
H: 2.6072 -2.6319 -0.6957
H: 3.6405 -0.7862 3.8755
H: 4.1197 -2.3731 3.7113
H: -1.5775 1.9178 -1.5216
H: 2.1928 -1.8507 0.7122
H: -0.7791 -0.9249 -4.5201
H: -0.9303 2.8286 -0.2789
H: 2.9731 -0.9595 -0.5672
H: 4.9029 1.0677 -2.3556
H: 2.0463 -1.5131 5.6435
H: 0.1332 -1.3520 -5.6343
H: 4.3489 2.7468 -2.3406
H: -0.0983 -1.3889 4.5054

Atomic forces in eV per Å
-0.291 -0.716 1.578
-0.718 0.260 0.638
0.739 0.758 1.454
1.739 -2.487 0.824
-0.250 0.059 -1.664
0.437 -1.276 -0.615
1.066 0.900 1.661
0.392 2.197 0.172
0.362 1.383 -2.674
-1.299 0.561 -0.144
1.434 0.540 -0.818
-0.087 -2.929 2.550
-0.971 0.044 1.704
-0.995 -0.421 -0.515
1.829 -0.703 0.125
0.076 -0.796 0.450
1.109 -0.370 -0.337
-1.007 -0.664 -0.712
-1.636 -1.135 0.938
-1.364 -1.072 -3.151
0.010 2.524 -3.653
3.335 -0.407 -0.991
-0.942 -0.778 1.019
0.648 -0.316 -0.661
-0.725 -0.180 1.133
1.021 0.160 0.402
-0.758 -0.025 -0.237
-0.663 0.623 -0.372
0.506 -0.457 0.780
0.803 0.081 0.602
-0.164 0.525 0.354
-0.166 -0.046 -0.676
0.527 0.066 0.628
0.501 0.277 -1.064
-0.562 0.134 -0.560
-0.328 0.410 0.674
-0.123 -0.540 -0.232
-0.485 0.210 -0.290
-1.212 0.549 0.963
-1.282 0.801 0.617
-0.987 0.356 1.087
-1.165 0.954 -0.822
1.045 0.070 0.167
-1.081 -0.009 -0.153
0.907 0.128 -0.948
0.295 0.443 0.195
0.481 0.315 0.569